Record 1
{
  "formula": "C45H119BF4N7O15",
  "method": "ωB97M-V/def2-TZVPD",
  "homo_lumo_gap_ev": 5.49,
  "molar_mass_g_mol": 1085.3,
  "spin_multiplicity": 1,
  "lumo_energy_ev": -7.699,
  "homo_energy_ev": -13.187,
  "total_charge": 5,
  "symbols": ["C", "C", "C", "O", "H", "H", "H", "H", "H", "H", "H", "C", "O", "C", "C", "N", "H", "H", "C", "C", "O", "C", "H", "H", "H", "H", "H", "H", "H", "H", "H", "H", "H", "H", "H", "H", "C", "O", "C", "C", "N", "H", "H", "C", "C", "O", "C", "H", "H", "H", "H", "H", "H", "H", "H", "H", "H", "H", "H", "H", "H", "C", "O", "C", "C", "N", "H", "H", "C", "C", "O", "C", "H", "H", "H", "H", "H", "H", "H", "H", "H", "H", "H", "H", "H", "H", "C", "O", "C", "C", "N", "H", "H", "C", "C", "O", "C", "H", "H", "H", "H", "H", "H", "H", "H", "H", "H", "H", "H", "H", "H", "C", "O", "C", "C", "N", "H", "H", "C", "C", "O", "C", "H", "H", "H", "H", "H", "H", "H", "H", "H", "H", "H", "H", "H", "H", "C", "O", "C", "C", "N", "H", "H", "C", "C", "O", "C", "H", "H", "H", "H", "H", "H", "H", "H", "H", "H", "H", "H", "H", "H", "C", "O", "C", "C", "N", "H", "H", "C", "C", "O", "C", "H", "H", "H", "H", "H", "H", "H", "H", "H", "H", "H", "H", "H", "H", "B", "F", "F", "F", "F"],
  "positions_angstrom": [[1.08991, -0.91738, -0.06211], [1.47527, -0.64307, 1.43605], [2.78441, 0.26643, 1.50638], [0.36065, -0.31040, 2.27257], [0.71487, -0.00726, -0.53020], [0.31744, -1.68611, -0.08316], [2.00345, -1.15575, -0.60683], [1.82939, -1.60677, 1.80210], [3.40364, 0.24205, 0.60969], [3.31310, -0.05943, 2.40214], [2.56906, 1.29365, 1.80055], [8.18224, 0.16760, 3.77425], [7.61314, -1.11566, 3.82972], [8.48388, -2.21036, 3.48893], [8.65101, -2.46080, 1.96944], [7.26078, -2.36629, 1.36055], [6.91539, -1.49843, 1.74478], [7.21825, -2.11399, 0.38350], [6.18944, -3.46075, 1.64546], [6.69948, -4.81781, 1.21540], [7.24452, -4.61496, -0.09928], [6.76742, -5.62138, -1.05826], [7.54721, 1.05309, 3.80151], [8.71818, 0.19248, 2.82543], [8.75209, 0.28531, 4.69594], [7.98359, -3.07265, 3.92967], [9.48585, -2.15060, 3.91386], [8.90410, -3.50653, 1.79484], [9.27371, -1.69936, 1.49982], [5.30838, -3.18273, 1.06707], [5.87460, -3.52978, 2.68672], [5.83706, -5.47254, 1.34058], [7.45512, -5.32838, 1.81241], [7.27641, -6.54652, -0.78779], [6.94368, -5.46023, -2.12177], [5.70031, -5.84340, -1.06705], [-0.39472, -6.19610, -0.86417], [-0.67284, -6.84307, 0.38091], [0.38683, -6.80372, 1.27197], [-0.19615, -7.11583, 2.63614], [-1.58282, -6.48490, 2.83164], [-2.16733, -6.72995, 2.04525], [-2.10010, -6.95313, 3.56189], [-1.48767, -4.96627, 3.05373], [-2.77573, -4.52973, 3.66498], [-2.89410, -5.27169, 4.85027], [-4.30770, -5.43259, 5.28386], [-1.29051, -6.44829, -1.43167], [0.44415, -6.63457, -1.40470], [-0.35332, -5.11184, -0.76048], [0.94003, -5.86457, 1.27934], [1.09340, -7.58824, 1.00106], [0.44138, -6.63064, 3.37521], [-0.29630, -8.18055, 2.84695], [-1.36023, -4.55981, 2.05041], [-0.59206, -4.61650, 3.56719], [-3.56326, -4.79609, 2.96002], [-2.86350, -3.47295, 3.91721], [-4.25503, -5.90920, 6.26272], [-4.89296, -6.12743, 4.68157], [-4.80288, -4.46170, 5.26780], [-3.09004, 5.42921, -8.37336], [-2.26578, 4.27542, -8.55170], [-1.16987, 4.34442, -9.53499], [-0.71188, 2.97012, -10.05621], [-0.33733, 2.06904, -8.87729], [-1.14272, 1.53118, -8.59067], [0.21914, 1.29755, -9.21678], [0.40591, 2.61452, -7.58166], [0.24383, 1.69573, -6.31397], [0.18916, 0.28104, -6.45184], [1.44835, -0.35923, -6.29629], [-3.79147, 5.58156, -9.19366], [-2.48282, 6.31331, -8.17904], [-3.92482, 5.24607, -7.69683], [-0.35734, 5.02329, -9.27612], [-1.55623, 4.90541, -10.38594], [0.16103, 2.95530, -10.70882], [-1.53494, 2.42941, -10.52341], [0.05574, 3.64417, -7.50886], [1.47229, 2.67183, -7.80004], [-0.74315, 1.93191, -5.91623], [0.82892, 1.98975, -5.44259], [2.15035, -0.28581, -7.12690], [1.26888, -1.43419, -6.27790], [2.09018, -0.03243, -5.47815], [-6.97595, 2.82148, 3.91148], [-6.25816, 2.48939, 2.75296], [-5.74171, 1.14294, 2.73756], [-5.44539, 0.64856, 1.34126], [-4.04841, 1.06270, 0.77068], [-3.42970, 0.80446, 1.52607], [-3.85308, 0.57163, -0.09002], [-3.92970, 2.58923, 0.57774], [-4.81754, 3.00045, -0.51444], [-4.65423, 2.21227, -1.72829], [-5.55912, 2.41401, -2.73793], [-6.28250, 2.85536, 4.75176], [-7.71775, 2.07881, 4.20520], [-7.44277, 3.80487, 3.85557], [-6.40384, 0.51197, 3.33049], [-4.84196, 1.15536, 3.35269], [-6.27066, 0.93188, 0.68802], [-5.29947, -0.42826, 1.42650], [-2.91597, 2.91804, 0.34896], [-4.21218, 3.08179, 1.50816], [-4.56923, 4.05228, -0.65622], [-5.86436, 3.00711, -0.21074], [-5.19652, 1.93652, -3.64821], [-5.86601, 3.42450, -3.00777], [-6.46096, 1.84817, -2.50422], [4.94213, 5.27642, -1.02790], [5.69367, 5.92718, 0.00265], [7.00412, 5.37788, 0.10423], [7.94617, 5.57495, -1.08922], [7.80910, 6.95703, -1.87298], [8.59199, 6.83124, -2.49855], [6.99361, 7.04181, -2.46280], [7.99212, 8.20578, -1.00318], [9.46995, 8.23162, -0.51746], [10.40242, 8.29518, -1.66140], [10.50689, 9.58139, -2.29137], [3.86378, 5.41900, -0.95771], [5.05430, 4.19430, -1.09529], [5.25709, 5.37516, -2.06672], [6.83695, 4.33594, 0.37718], [7.40553, 5.82558, 1.01337], [7.82418, 4.82766, -1.87329], [8.99916, 5.45492, -0.83444], [7.21587, 8.26026, -0.23993], [7.77592, 9.06363, -1.63993], [9.68871, 7.34243, 0.07378], [9.60743, 9.18105, 0.00003], [9.56110, 9.98568, -2.65210], [11.19091, 9.59755, -3.13988], [10.75687, 10.34124, -1.55094], [-9.80519, -3.89543, -0.52506], [-10.10267, -3.74381, -1.82657], [-10.24313, -4.96707, -2.60461], [-9.85058, -4.49205, -4.03452], [-8.54002, -3.67846, -4.09160], [-8.82339, -2.73908, -3.85211], [-7.79934, -3.98132, -3.47534], [-7.96306, -3.55919, -5.51347], [-7.14214, -2.18938, -5.61138], [-6.27633, -2.01142, -4.47192], [-4.91846, -2.49855, -4.55934], [-10.17844, -4.83052, -0.10751], [-10.25020, -3.04664, -0.00581], [-8.74602, -3.88617, -0.26782], [-11.16351, -5.54769, -2.54251], [-9.51094, -5.75655, -2.43519], [-10.59439, -3.95149, -4.61987], [-9.69447, -5.43694, -4.55500], [-8.84769, -3.58090, -6.14992], [-7.38031, -4.46213, -5.69575], [-7.92301, -1.44112, -5.47561], [-6.77092, -1.95672, -6.60945], [-5.04736, -3.57895, -4.62457], [-4.40024, -2.35531, -3.61117], [-4.41409, -2.22671, -5.48659], [-2.10336, 1.73062, 9.85170], [-1.15187, 1.66820, 8.78365], [-1.26355, 0.74053, 7.79893], [0.17272, -0.02299, 7.73482], [1.35141, 0.81646, 7.23151], [2.16897, 0.23493, 7.34772], [1.33561, 0.86123, 6.22262], [1.58156, 2.20478, 7.86074], [2.91487, 2.71924, 7.24637], [2.95925, 2.77876, 5.90005], [2.25214, 3.86853, 5.29816], [-3.15433, 1.58069, 9.60455], [-2.03352, 2.54074, 10.57761], [-1.95522, 0.84870, 10.47490], [-1.45048, 1.34263, 6.90975], [-2.09899, 0.08775, 8.05191], [0.10078, -1.01014, 7.27825], [0.51261, -0.26891, 8.74085], [1.65013, 1.98816, 8.92679], [0.72557, 2.84793, 7.65645], [3.72675, 2.02654, 7.46793], [3.26089, 3.68583, 7.61253], [1.54888, 3.58900, 4.51369], [2.74586, 4.68685, 4.77404], [1.55168, 4.33361, 5.99182], [-5.45092, -4.76474, -1.03624], [-5.70931, -5.58626, 0.00757], [-6.22544, -3.63876, -0.98018], [-4.07374, -4.42151, -1.18072], [-5.86489, -5.49569, -2.16129]]
}

***

Record 2
{
  "formula": "C45H28Cl4N4OV",
  "method": "ωB97M-V/def2-TZVPD",
  "homo_lumo_gap_ev": [5.69, 5.70],
  "molar_mass_g_mol": 833.5,
  "spin_multiplicity": 3,
  "lumo_energy_ev": [-4.375, -4.405],
  "homo_energy_ev": [-10.069, -10.102],
  "total_charge": 1,
  "symbols": ["V", "Cl", "C", "C", "C", "C", "C", "C", "C", "C", "C", "C", "C", "C", "C", "C", "C", "C", "Cl", "C", "C", "C", "N", "C", "C", "C", "C", "C", "C", "Cl", "C", "C", "C", "C", "C", "C", "N", "C", "C", "C", "C", "C", "N", "C", "C", "C", "C", "Cl", "C", "C", "C", "C", "N", "H", "H", "H", "H", "H", "H", "H", "H", "H", "H", "H", "H", "H", "H", "H", "H", "H", "H", "H", "H", "H", "H", "H", "H", "C", "O", "H", "H", "H", "H"],
  "positions_angstrom": [[0.29112, 0.05187, 0.26791], [-8.20566, -0.73753, -0.12002], [-6.54304, -0.81761, 0.34723], [-6.02360, -2.01040, 0.83096], [-4.68554, -2.08291, 1.17080], [-3.84934, -0.96964, 1.05133], [-4.40578, 0.22397, 0.58933], [-5.74364, 0.30536, 0.23278], [-2.38175, -1.01032, 1.28646], [-1.56023, -2.06669, 0.75942], [-1.80197, -3.48329, 0.66042], [-0.58882, -4.07871, 0.46372], [0.38566, -3.03359, 0.31581], [1.71821, -3.08581, -0.12327], [2.42311, -4.38861, -0.20915], [3.65710, -4.53772, 0.42099], [4.33850, -5.74305, 0.37290], [3.78683, -6.80540, -0.32464], [4.63625, -8.31263, -0.39865], [2.56949, -6.67558, -0.97420], [1.89177, -5.46954, -0.91083], [2.40080, -1.94762, -0.60558], [1.92112, -0.65248, -0.56120], [2.60650, 0.08886, -1.49785], [2.50925, 1.49586, -1.66457], [3.33487, 2.14026, -2.72782], [4.71916, 2.22522, -2.60401], [5.47859, 2.84987, -3.57988], [4.84638, 3.38976, -4.69014], [5.79160, 4.16689, -5.91536], [3.47099, 3.32035, -4.83139], [2.72067, 2.69893, -3.84360], [1.89210, 2.33450, -0.74001], [2.20884, 3.72516, -0.49283], [1.77237, 4.01183, 0.75678], [1.11094, 2.82991, 1.26764], [1.16239, 1.86006, 0.31757], [0.41353, 2.71540, 2.48402], [-0.44398, 1.64531, 2.75018], [-1.64002, 1.71264, 3.55452], [-2.51583, 0.80471, 3.05638], [-1.83707, 0.05779, 2.02565], [-0.54791, 0.55272, 1.93134], [0.38445, 3.89635, 3.39708], [1.23242, 3.95315, 4.49767], [1.18197, 5.02658, 5.37481], [0.27065, 6.04408, 5.14585], [0.18159, 7.37417, 6.25197], [-0.57407, 6.01425, 4.04682], [-0.51132, 4.93815, 3.17546], [3.55579, -0.76124, -2.13890], [3.46290, -1.99353, -1.55943], [-0.24938, -1.84934, 0.51790], [-6.66917, -2.86973, 0.94830], [-4.30679, -3.00944, 1.57390], [-3.77927, 1.10137, 0.48327], [-6.16128, 1.23105, -0.13818], [-2.73723, -3.99365, 0.80143], [-0.39727, -5.13723, 0.41121], [4.08041, -3.70644, 0.97102], [5.28949, -5.86187, 0.87300], [2.16484, -7.50891, -1.53153], [0.95982, -5.35924, -1.44992], [5.20597, 1.80808, -1.73058], [6.55296, 2.92306, -3.48354], [2.99548, 3.74901, -5.70260], [1.64272, 2.65315, -3.94632], [2.74520, 4.36890, -1.17145], [1.89537, 4.93292, 1.30364], [-1.81245, 2.42340, 4.34685], [-3.53169, 0.63159, 3.37341], [1.94088, 3.15278, 4.67276], [1.83988, 5.07399, 6.23144], [-1.27288, 6.82264, 3.88191], [-1.16813, 4.90654, 2.31398], [4.21357, -0.46508, -2.93969], [4.02899, -2.87600, -1.80964], [-0.41518, -0.09668, -2.90506], [-0.86126, 0.05755, -1.54036], [-1.17818, 0.27985, -3.58239], [-0.19852, -1.14302, -3.11651], [0.49045, 0.48852, -3.01387], [-1.71561, -0.38006, -1.42518]]
}